[1]
Molecular formula: CH3NO4S
Method: DFT, ωB97M-V/def2-TZVPD

For the frontier orbital gap, the calculation gives 0.38120 hartree. The calculation puts the LUMO energy at -0.17 eV. The value obtained for the HOMO energy is -10.5 eV. As for the energy above the lowest of the compared OMol25 structures with the same formula, charge and spin: 11.7 kJ/mol.

```
10
Properties=species:S:1:pos:R:3:lowdin_charge:R:1
C -0.34 -1.89 0.25 -0.292
N 0.18 0.22 -0.72 -0.019
O 0.84 -2.06 0.40 0.076
O -0.43 1.58 1.69 -0.424
O 0.89 2.83 0.12 -0.463
O -0.82 -0.82 -0.49 -0.084
S -0.41 2.24 0.46 0.825
H -1.11 -2.49 0.71 0.146
H 0.03 0.61 -1.62 0.079
H 1.18 -0.22 -0.79 0.158
```



[2]
Molecular formula: C3H10N5
Method: DFT, ωB97M-V/def2-TZVPD

For the frontier orbital gap, the calculation gives 0.34611 hartree. As for the total charge: +1. The calculation puts the LUMO energy at -4.40 eV. The value obtained for the HOMO energy is -13.8 eV. As for the energy above the lowest of the compared OMol25 structures with the same formula, charge and spin: 278.4 kJ/mol.

```
18
Properties=species:S:1:pos:R:3:lowdin_charge:R:1
C 0.55 0.00 -1.61 0.011
C 0.48 -1.25 -1.23 -0.076
C 0.02 1.10 -0.75 -0.345
N -0.24 -1.52 -0.11 -0.002
N -0.99 0.46 0.12 0.079
N -0.75 2.21 -1.29 0.085
N 0.52 -0.79 2.60 0.037
N -1.01 -0.74 0.50 0.073
H 0.95 0.22 -2.59 0.126
H 0.98 -2.10 -1.75 0.159
H 0.79 1.62 -0.20 0.151
H -0.26 -2.58 0.24 0.244
H -1.64 1.16 0.53 0.196
H -1.49 1.82 -1.84 0.098
H 0.02 2.72 -1.65 0.081
H 0.54 0.11 3.04 0.030
H 1.45 -1.02 2.67 -0.017
H 0.08 -1.41 3.32 0.068
```



[3]
Molecular formula: C3H12N3O
Method: DFT, ωB97M-V/def2-TZVPD

For the frontier orbital gap, the calculation gives 0.41640 hartree. As for the total charge: +1. The calculation puts the LUMO energy at -2.80 eV. The value obtained for the HOMO energy is -14.1 eV. As for the energy above the lowest of the compared OMol25 structures with the same formula, charge and spin: 241.0 kJ/mol.

```
19
Properties=species:S:1:pos:R:3:lowdin_charge:R:1
C -0.64 -1.28 2.50 -0.097
O -0.13 -1.81 1.27 -0.127
H 0.10 -2.71 1.38 0.084
H -0.21 -0.36 2.68 0.033
H -1.73 -1.05 2.35 0.118
H -0.53 -1.83 3.45 0.113
C 0.77 2.18 0.26 -0.015
C -0.03 0.30 -1.16 -0.347
N 0.18 0.84 0.11 0.060
N 0.34 0.98 -2.27 0.217
N -0.49 -0.96 -1.23 0.199
H 0.11 0.22 0.92 0.098
H 0.60 1.91 -2.16 0.083
H 0.13 0.59 -3.18 0.140
H -0.40 -1.49 -0.47 0.004
H -0.68 -1.35 -2.25 0.204
H 0.91 2.70 -0.53 0.009
H 1.78 2.08 0.54 0.091
H 0.24 2.58 1.17 0.132
```



[4]
Molecular formula: C8H9InNO5
Method: DFT, ωB97M-V/def2-TZVPD

For the frontier orbital gap, the calculation gives 0.31908 hartree. As for the total charge: +3. The calculation puts the LUMO energy at -13.77 eV. The value obtained for the HOMO energy is -22.5 eV. As for the energy above the lowest of the compared OMol25 structures with the same formula, charge and spin: 121.7 kJ/mol.

```
24
Properties=species:S:1:pos:R:3:lowdin_charge:R:1
In -0.87 0.05 -0.26 0.517
O -0.63 -3.09 -0.97 0.335
C -0.69 -1.96 -0.69 0.069
C -0.60 2.10 0.35 0.044
O -0.45 3.18 0.67 0.343
C -1.13 -0.45 1.82 0.064
O -1.24 -0.72 2.92 0.332
C -0.47 0.58 -2.19 0.092
O -0.28 0.87 -3.31 0.335
C -3.04 -0.47 -0.67 -0.032
H -3.01 -0.78 -1.73 0.132
H -3.29 -1.24 0.08 0.134
C -3.02 0.89 -0.32 -0.009
H -3.22 1.21 0.71 0.136
H -2.94 1.67 -1.10 0.133
C 3.31 0.14 1.42 0.067
C 2.25 -0.15 0.45 -0.463
N 2.44 -0.76 -0.74 0.256
O 1.15 0.26 0.89 -0.095
H 4.24 -0.21 1.05 0.100
H 3.06 -0.35 2.36 0.134
H 3.34 1.21 1.60 0.134
H 1.71 -0.94 -1.40 0.086
H 3.39 -1.03 -0.95 0.155
```



[5]
Molecular formula: C5H11N2O
Method: DFT, ωB97M-V/def2-TZVPD

For the frontier orbital gap, the calculation gives 0.23140 hartree. As for the total charge: -1. The calculation puts the LUMO energy at 3.77 eV. The value obtained for the HOMO energy is -2.5 eV. As for the energy above the lowest of the compared OMol25 structures with the same formula, charge and spin: 224.4 kJ/mol.

```
19
Properties=species:S:1:pos:R:3:lowdin_charge:R:1
C -1.26 1.05 2.64 -0.089
N -0.92 -0.23 2.55 -0.065
C 0.01 -0.76 1.54 -0.312
C 0.54 0.02 0.39 -0.225
C -0.27 -0.02 -1.01 -0.320
N -0.25 -1.44 -1.54 -0.061
C 0.72 0.72 -2.18 -0.557
O 1.92 0.30 -2.02 -0.314
H -2.02 1.22 3.51 0.065
H -0.80 1.89 2.06 0.058
H 0.84 -1.25 2.22 0.133
H -0.43 -1.63 1.13 0.072
H 0.80 1.23 0.54 0.145
H 1.64 -0.27 0.26 0.107
H -1.34 0.32 -0.79 0.116
H 0.73 -1.85 -1.60 0.074
H -0.73 -1.45 -2.49 0.054
H 0.21 0.35 -3.13 0.063
H 0.62 1.81 -2.07 0.056
```



[6]
Molecular formula: C27H32Cl48NP
Method: DFT, ωB97M-V/def2-TZVPD

For the frontier orbital gap, the calculation gives 0.31970 hartree. The calculation puts the LUMO energy at -0.02 eV. The value obtained for the HOMO energy is -8.7 eV.

```
109
Properties=species:S:1:pos:R:3:lowdin_charge:R:1
C -2.46 1.07 3.39 -0.129
C -2.19 0.61 1.95 -0.241
C -2.63 -0.85 1.70 -0.197
C -3.84 -1.00 0.74 -0.191
C -3.49 -1.79 -0.54 -0.202
C -4.28 -1.34 -1.80 -0.204
C -3.34 -0.97 -2.94 -0.220
C -2.50 0.26 -2.62 -0.196
C -1.21 0.39 -3.45 -0.232
C 0.03 -0.07 -2.69 -0.202
C 0.21 -1.58 -2.74 -0.280
C 1.47 -2.05 -2.02 -0.449
P 1.88 -3.85 -2.28 0.907
C 0.36 -4.58 -3.03 -0.398
C 0.59 -6.03 -3.39 -0.518
C -0.18 -7.06 -2.62 -0.068
N 1.38 -6.40 -4.33 0.124
H -3.21 0.43 3.85 0.063
H -2.84 2.09 3.44 0.054
H -1.55 0.99 3.99 0.051
H -2.72 1.28 1.28 0.094
H -1.13 0.68 1.74 0.070
H -2.93 -1.28 2.66 0.095
H -1.80 -1.43 1.30 0.092
H -4.62 -1.56 1.25 0.105
H -4.21 -0.02 0.46 0.096
H -3.70 -2.84 -0.37 0.109
H -2.44 -1.66 -0.75 0.078
H -4.90 -2.18 -2.11 0.103
H -4.93 -0.49 -1.58 0.107
H -2.73 -1.85 -3.17 0.105
H -3.92 -0.75 -3.84 0.111
H -3.13 1.13 -2.79 0.111
H -2.22 0.27 -1.57 0.097
H -1.30 -0.28 -4.31 0.091
H -1.07 1.39 -3.84 0.051
H -0.01 0.29 -1.65 0.107
H 0.91 0.37 -3.16 0.105
H -0.65 -2.05 -2.26 0.088
H 0.27 -1.86 -3.79 0.106
H 2.33 -1.46 -2.33 0.069
H 1.34 -1.96 -0.95 -0.006
H 2.73 -3.77 -3.41 -0.059
H -0.48 -4.48 -2.34 0.072
H 0.05 -4.08 -3.94 0.082
H -1.11 -6.61 -2.28 0.075
H -0.44 -7.87 -3.30 -0.009
H 0.37 -7.41 -1.75 0.090
H 1.82 -5.58 -4.76 0.038
C -1.00 2.56 -6.78 -2.033
Cl -0.35 3.76 -5.66 0.498
Cl 0.16 1.24 -6.96 0.536
Cl -2.52 1.93 -6.14 0.559
Cl -1.29 3.32 -8.35 0.497
C 2.41 4.74 -2.55 -2.054
Cl 2.42 4.36 -0.83 0.505
Cl 0.76 5.11 -3.05 0.500
Cl 3.45 6.13 -2.86 0.538
Cl 2.99 3.34 -3.46 0.524
C 3.47 -0.29 1.12 -2.030
Cl 4.15 -0.22 2.75 0.530
Cl 1.72 -0.48 1.22 0.550
Cl 3.86 1.20 0.25 0.518
Cl 4.13 -1.68 0.25 0.506
C -2.52 -9.80 -5.77 -2.056
Cl -2.78 -10.77 -4.32 0.522
Cl -4.03 -8.97 -6.20 0.519
Cl -1.26 -8.60 -5.45 0.567
Cl -2.03 -10.84 -7.10 0.525
C -1.21 2.92 6.87 -2.021
Cl -0.04 1.62 7.12 0.513
Cl -2.86 2.26 6.74 0.519
Cl -1.15 4.04 8.23 0.497
Cl -0.80 3.79 5.40 0.515
C -1.56 -0.93 10.13 -2.053
Cl -0.95 0.28 11.27 0.524
Cl -0.24 -2.00 9.65 0.523
Cl -2.83 -1.88 10.91 0.526
Cl -2.20 -0.12 8.71 0.480
C 7.15 -4.00 -1.42 -2.048
Cl 7.89 -4.00 0.18 0.493
Cl 5.40 -4.15 -1.25 0.474
Cl 7.53 -2.49 -2.25 0.526
Cl 7.77 -5.37 -2.36 0.535
C -1.35 8.01 4.02 -2.063
Cl -0.99 9.71 4.29 0.531
Cl -1.46 7.17 5.56 0.502
Cl -2.87 7.86 3.13 0.531
Cl -0.04 7.26 3.10 0.501
C -1.37 5.13 -12.22 -2.059
Cl 0.26 4.62 -11.81 0.523
Cl -1.94 4.22 -13.62 0.528
Cl -2.44 4.82 -10.85 0.492
Cl -1.38 6.86 -12.60 0.528
C -1.80 6.81 11.47 -2.063
Cl -2.15 5.81 12.88 0.528
Cl -1.45 8.46 11.98 0.530
Cl -0.39 6.15 10.62 0.497
Cl -3.19 6.80 10.38 0.522
C 7.76 -3.66 4.12 -2.056
Cl 6.57 -4.88 4.57 0.531
Cl 7.01 -2.45 3.08 0.492
Cl 8.39 -2.88 5.57 0.528
Cl 9.09 -4.45 3.25 0.507
C 3.70 6.09 4.40 -2.068
Cl 5.39 5.68 4.69 0.534
Cl 3.11 5.19 3.00 0.498
Cl 2.73 5.65 5.81 0.515
Cl 3.54 7.81 4.09 0.521
```